[1]
24
Properties=species:S:1:pos:R:3 method="wB97M-V/def2-TZVPD" total_charge=+1 lumo_ha="-0.1540 / -0.1540" homo_energy_ha="-0.4695 / -0.4694"
H -0.4763 0.5514 1.6147
O 3.8011 -0.0821 0.0023
N 2.9499 -1.1433 0.0348
H -0.4795 -2.8760 0.6515
H -0.4979 -2.0380 -1.7425
H -1.9925 -1.1515 -1.5783
H -2.7084 0.6781 0.7166
C -0.9185 -1.9368 0.9772
C 1.7717 0.7844 -0.0150
H -1.9925 2.1845 0.5563
C 3.1118 1.0662 -0.0290
C -0.9107 -1.0834 -1.4246
N -1.9643 1.2059 0.2447
H 0.5193 2.4447 0.5032
C -0.5976 0.5702 0.5276
H 3.6785 1.9771 -0.0615
H -2.0008 -2.0946 1.0278
C -0.5915 -0.8479 0.0147
C 1.7748 -0.6217 0.0256
H -2.1254 1.1754 -0.7723
H 0.2376 1.7563 -1.1070
H -0.5088 -0.3139 -2.0783
C 0.4727 1.5142 -0.0657
H -0.5529 -1.7191 1.9772



[2]
22
Properties=species:S:1:pos:R:3 method="wB97M-V/def2-TZVPD" total_charge=+1 lumo_ha=-0.1101 homo_energy_ha=-0.5192
H -3.2296 -0.1254 3.4793
O 1.7623 1.8361 -2.0795
H -0.3779 1.0086 -0.3862
C 0.8220 0.2390 1.9738
H -0.2638 -0.6322 -1.0478
C 0.0507 -0.5157 0.9372
H 0.9728 -0.2524 2.9436
H 1.0429 0.2473 -0.7253
O -1.7436 0.4211 -2.5538
H -0.0013 -3.1859 -2.1466
H -2.0415 -1.0164 3.6192
H 2.1658 2.7077 -2.0177
O 0.6262 -2.7405 -1.5611
H 0.5515 -1.4788 0.8521
H 1.5174 -2.8320 -1.9136
H -0.9517 -0.7937 1.2232
H -2.0752 1.0582 -3.2021
H -2.3197 0.6715 -1.8173
O 1.2993 1.3113 1.7039
O -2.3588 -0.2740 3.0898
H 2.4504 1.2316 -2.3843
N 0.0815 0.0998 -0.4139



[3]
49
Properties=species:S:1:pos:R:3 method="wB97M-V/def2-TZVPD" total_charge=-3 lumo_ha=-0.0575 homo_energy_ha=-0.1172
S 3.7000 -1.9850 3.8471
O 0.0977 -0.5784 -4.9635
F -3.7447 -2.0641 4.4436
C 3.1247 -2.4772 5.6327
O -1.8310 -1.5748 -5.9621
C 0.6350 -2.3823 -6.8487
F 7.4864 0.6361 -4.1626
F -0.5843 4.1921 5.2994
C 6.3711 -0.0505 -4.1160
F 0.0611 -2.0061 -7.9554
F -2.7738 5.6567 -1.7075
C -1.7770 3.6162 5.1852
In 0.9265 0.0981 -0.5015
O -2.9165 2.6510 -1.9942
F -2.7258 4.5355 5.3781
O -5.1964 3.2828 -1.3203
O -2.5738 -2.6981 1.2823
F 1.8017 -1.8533 -6.6179
S -2.0731 2.8001 3.4360
S -0.4621 -1.8360 -5.4179
C -3.7516 -3.2172 3.7399
O -3.5127 2.7536 3.2370
O 4.7531 -1.4348 -2.4732
F 3.9238 -1.8312 6.5138
O 3.4788 -0.5283 3.6845
F 3.3419 -3.7550 5.8606
O -4.5656 2.9792 -3.7135
O 5.3828 0.6756 -1.6498
S -3.9905 -2.7644 1.8353
F -4.8546 6.0996 -2.4139
O -1.4825 3.6916 2.4206
O 2.7799 -2.6702 2.9360
F 6.5807 -1.1668 -4.7670
C -3.7266 5.3352 -2.5781
S 5.9143 -0.5242 -2.3179
S -4.1417 3.4046 -2.3625
F 1.7574 -2.2547 5.7852
F -4.8513 -3.8742 4.1786
F 0.7273 -3.7666 -6.8061
F -2.5556 -3.8567 3.8996
O -4.7122 -1.5183 1.8139
O 5.1401 -2.3968 3.7789
F -1.9753 2.7681 6.1509
O 7.1052 -1.0867 -1.6620
F 5.3348 0.4994 -4.6782
O -1.3958 1.5023 3.3415
O -0.2552 -2.7484 -4.2914
O -4.8279 -3.8125 1.3623
F -3.1669 5.5355 -3.7621



Results for energy above the lowest of the compared OMol25 structures with the same formula, charge and spin: 4.7068, 0.6346, 7.9939 (in eV, following the order of the records).
Results for molecular weight: 153.20, 132.14, 1009.23 (in g/mol, following the order of the records).